{"formula": "C17H25N3O4S", "method": "ωB97M-V with the def2-TZVPD basis set", "homo_lumo_gap_ev": 9.4, "de_lowest_kcal_mol": 45.58, "smiles": "O=C(CN1CCCCC1)Nc1ccc(S(=O)(=O)N2CCOCC2)cc1", "fmax_ha_per_bohr": 0.019, "elements": ["O", "C", "C", "N", "C", "C", "C", "C", "C", "N", "C", "C", "C", "C", "S", "O", "O", "N", "C", "C", "O", "C", "C", "C", "C", "H", "H", "H", "H", "H", "H", "H", "H", "H", "H", "H", "H", "H", "H", "H", "H", "H", "H", "H", "H", "H", "H", "H", "H", "H"], "xyz": [[-2.909136, 0.942248, 1.240987], [-2.248643, 1.576433, 0.451350], [-2.317906, 3.101549, 0.358366], [-1.108800, 3.651510, -0.226446], [-1.289422, 4.910367, -0.931270], [-1.502090, 6.107069, -0.000356], [-0.319428, 6.220352, 0.958544], [-0.140338, 4.905382, 1.713631], [-0.005836, 3.744696, 0.722483], [-1.390823, 1.059726, -0.470679], [-1.061132, -0.262715, -0.729789], [-1.695207, -1.330791, -0.092421], [-1.328464, -2.627677, -0.399915], [-0.338401, -2.861387, -1.335564], [0.198889, -4.536027, -1.657504], [0.847403, -4.583168, -2.934257], [-0.874418, -5.442644, -1.382273], [1.379008, -4.823221, -0.509415], [0.927989, -4.901430, 0.860312], [2.051450, -5.520659, 1.695870], [3.240195, -4.772955, 1.575575], [3.666625, -4.707222, 0.234333], [2.596752, -4.060448, -0.649454], [0.297776, -1.813579, -1.975314], [-0.064662, -0.515231, -1.677253], [-2.558914, 3.485202, 1.358393], [-3.166784, 3.332781, -0.292553], [-2.131129, 4.803804, -1.619989], [-0.384618, 5.076488, -1.525955], [-1.601203, 7.017339, -0.593253], [-2.425687, 5.970774, 0.566329], [-0.478213, 7.040063, 1.661593], [0.587404, 6.437137, 0.388104], [0.749950, 4.944696, 2.342627], [-1.000009, 4.737928, 2.365696], [0.066614, 2.795812, 1.259804], [0.910854, 3.878645, 0.138198], [-0.900194, 1.777010, -1.001144], [-2.466217, -1.131901, 0.633222], [-1.817380, -3.469829, 0.063165], [0.035922, -5.526504, 0.875650], [0.688775, -3.900955, 1.255685], [1.794012, -5.516111, 2.755998], [2.222854, -6.552971, 1.359300], [4.582004, -4.113485, 0.233636], [3.879250, -5.718134, -0.141481], [2.882806, -4.091262, -1.700246], [2.446783, -3.014698, -0.334764], [1.053612, -2.034898, -2.711937], [0.418127, 0.312892, -2.175616]], "forces_ev_per_angstrom": [[-0.2, -0.1, 0.2], [0.2, 0.2, -0.1], [0.0, 0.0, 0.1], [-0.1, 0.0, -0.1], [-0.2, 0.2, -0.1], [0.3, -0.1, -0.1], [-0.2, -0.1, 0.2], [0.1, 0.0, -0.2], [0.1, 0.0, 0.3], [0.2, 0.2, -0.3], [0.0, -0.4, 0.0], [-0.1, 0.0, 0.1], [0.0, 0.0, 0.0], [0.2, -0.8, -0.2], [0.2, 0.0, 0.1], [0.1, 0.3, 0.1], [-0.1, 0.2, 0.3], [-0.6, -0.1, -0.8], [-0.1, -0.2, 0.6], [-0.3, 0.0, -0.1], [0.1, 0.1, 0.2], [-0.1, 0.1, -0.3], [0.6, 0.2, 0.0], [0.1, 0.1, -0.1], [-0.1, -0.1, 0.1], [0.0, -0.1, -0.1], [0.0, 0.0, 0.1], [0.1, 0.0, 0.0], [-0.1, 0.0, 0.0], [-0.1, 0.0, 0.0], [-0.1, 0.0, 0.0], [0.1, 0.0, 0.0], [0.1, 0.1, 0.0], [0.0, 0.0, 0.1], [0.0, 0.0, 0.1], [0.1, 0.0, -0.1], [0.0, -0.1, 0.1], [-0.1, 0.0, 0.2], [0.0, 0.0, 0.0], [-0.1, 0.0, 0.1], [0.0, 0.0, 0.2], [0.0, -0.1, 0.0], [-0.1, -0.1, -0.1], [0.0, 0.0, 0.1], [-0.1, -0.1, -0.1], [0.0, 0.1, 0.0], [0.2, 0.1, 0.1], [0.0, -0.1, 0.0], [0.1, 0.1, -0.1], [0.1, 0.1, -0.1]], "mulliken_charge": [-0.6655, 0.3829, -0.6012, 0.0700, -1.0371, -0.5014, -0.7106, -0.5519, -0.9264, -0.0645, 0.8585, -0.6605, -0.5318, -0.1653, 1.2554, -0.7306, -0.7291, -0.0062, -0.4112, -0.6974, -0.3920, -0.6968, -0.4134, -0.5760, -0.6942, 0.2336, 0.4934, 0.4584, 0.3501, 0.3868, 0.2755, 0.3442, 0.3107, 0.3579, 0.2793, 0.3317, 0.4507, 0.1694, 0.5339, 0.5022, 0.4007, 0.3081, 0.3438, 0.3613, 0.3432, 0.3609, 0.4073, 0.3050, 0.5006, 0.3875]}